A cluster of 2 separate species, C3HF3 in total in a non-equilibrium geometry, computed with ωB97M-V with the def2-TZVPD basis set.

```
7
Properties=species:S:1:pos:R:3:forces:R:3:lowdin_charge:R:1
C -3.513 0.399 0.131 1.8 -0.5 -0.2 0.23
C -1.150 1.096 0.090 1.3 -0.6 -0.4 -0.13
C 0.185 0.712 0.062 -3.8 0.7 -0.1 -0.20
F -3.666 -0.834 -0.092 0.4 0.9 0.2 0.04
F -1.483 2.395 -0.045 0.3 -0.4 0.2 -0.04
F 1.236 1.503 -0.057 0.4 1.6 0.0 0.02
H 0.549 -0.263 0.010 -0.3 -1.8 0.3 0.07
```
Forces are in eV/Å.

## Properties
Calculated total energy in eV: -11271.7462
Charge: 0
Energy above the lowest of the compared OMol25 structures with the same formula, charge and spin in kcal/mol: 136.1